[1]
ORCA calculation (wB97M-V/def2-TZVPD) on a 14-piece molecular cluster, C25H64N14O29S5 overall at a distorted geometry.

Structure (XYZ):
```
137
Properties=species:S:1:pos:R:3
C 6.73087 -3.24304 -1.28215
O 6.42506 -2.08478 -1.19759
N 6.22993 -4.11798 -0.45871
N 7.57152 -3.84068 -2.11608
H 5.63154 -3.78736 0.28475
H 6.63654 -5.04112 -0.40786
H 7.74469 -4.83566 -2.10438
H 8.04050 -3.30708 -2.83400
C 0.14312 6.83069 3.88698
O 0.62835 7.88424 3.44191
N -0.42922 5.89326 3.23305
N 0.03073 6.58782 5.13085
H -0.51168 6.00697 2.23286
H -0.84975 5.12893 3.74203
H 0.42796 7.29190 5.73629
H -0.38387 5.71918 5.43693
C 8.51079 2.63150 -1.96090
O 8.98585 3.76931 -2.01673
N 8.99064 1.59973 -1.28149
N 7.36306 2.31755 -2.46703
H 9.84707 1.68219 -0.75249
H 8.39580 0.78744 -1.20116
H 7.06819 1.35642 -2.56392
H 6.99282 3.03961 -3.06840
C 3.80731 -0.28945 -5.72600
O 3.74177 -1.18696 -6.48186
N 3.69518 -0.56676 -4.45367
N 3.76264 0.94424 -5.98825
H 3.52554 -1.51544 -4.15149
H 3.70095 0.20716 -3.80472
H 3.74216 1.58870 -5.21084
H 3.78251 1.28633 -6.93834
C 5.84885 4.01398 4.18549
O 6.32411 3.73337 5.30705
N 6.71259 4.13923 3.16919
N 4.59533 4.39460 4.01692
H 7.67825 3.88303 3.31738
H 6.48292 4.38685 2.21733
H 3.98991 4.37682 4.82516
H 4.45903 5.04851 3.25935
C 5.94820 -1.53504 4.05427
O 5.57484 -2.65919 3.83621
N 6.56300 -0.79886 3.17443
N 5.79049 -0.89018 5.19108
H 6.80229 -1.20538 2.28135
H 7.19289 -0.06807 3.47324
H 5.08862 -1.18577 5.85448
H 5.89931 0.10759 5.07828
C -0.05953 1.53085 6.57972
O -0.44849 2.57754 6.10361
N 1.15027 1.19381 6.52828
N -0.80931 0.61049 7.19936
H 1.29834 0.31994 7.01255
H 1.85188 1.76457 6.07877
H -0.46601 -0.28589 7.51363
H -1.80710 0.72522 7.09287
C 0.83354 -8.28917 -1.36869
C 1.99740 -7.69399 -0.49322
O 1.46210 -6.50201 -0.02197
S 0.60279 -5.71308 -1.18486
O 1.54604 -5.17739 -2.14193
O -0.45628 -4.83222 -0.66139
O -0.00128 -7.15080 -1.75207
H 0.26455 -8.97020 -0.73579
H 1.27292 -8.79185 -2.23030
H 2.82988 -7.43234 -1.14637
H 2.32652 -8.27521 0.36816
C 1.96581 -0.11895 0.10113
C 1.55595 0.34531 1.53816
O 0.14622 0.40557 1.57577
S -0.48238 0.68135 0.08810
O -0.45505 2.08375 -0.23136
O -1.76790 0.02388 -0.05322
O 0.74532 -0.10228 -0.64591
H 2.28968 -1.15611 0.01439
H 2.72926 0.48647 -0.38742
H 2.09723 1.28193 1.67185
H 2.02828 -0.29993 2.27888
C -7.54523 -1.26688 -1.10216
C -8.95936 -0.83978 -1.63490
O -9.02302 -1.73948 -2.64990
S -8.46030 -3.27385 -2.30955
O -7.90094 -4.09305 -3.37924
O -9.35585 -3.89680 -1.35179
O -7.25622 -2.57886 -1.43915
H -7.46269 -1.18873 -0.01811
H -6.85411 -0.59526 -1.61145
H -8.85628 0.11167 -2.15664
H -9.77723 -0.93374 -0.92052
C -2.63573 -2.76626 -4.50493
C -1.97833 -3.26183 -5.77335
O -2.81757 -2.88543 -6.76228
S -3.78080 -1.58945 -6.42153
O -5.22329 -1.81361 -6.72705
O -3.14389 -0.40681 -7.05767
O -3.58727 -1.69051 -4.79751
H -1.85938 -2.42828 -3.81852
H -3.34040 -3.51702 -4.14730
H -1.72232 -4.32003 -5.82626
H -1.08840 -2.65820 -5.95156
C -0.57365 -3.94744 4.12721
C -0.75988 -5.45375 4.09159
O -2.00768 -5.68297 4.75444
S -2.73691 -4.30739 5.37946
O -3.10807 -4.46798 6.78203
O -3.74923 -3.78768 4.42286
O -1.34165 -3.45524 5.21018
H -1.01381 -3.68841 3.16426
H 0.48226 -3.67889 4.09536
H -0.00917 -6.12215 4.51323
H -0.86329 -5.73620 3.04391
C -5.19211 4.03884 -5.34558
C -5.12481 4.84193 -6.65452
C -3.81637 5.61536 -6.53350
O -3.74906 5.91151 -5.11189
C -4.29928 4.82657 -4.36446
H -4.74359 3.04561 -5.36588
H -6.19879 3.80947 -4.99618
H -6.04174 5.43123 -6.66292
H -5.09137 4.21935 -7.54860
H -3.66836 6.48064 -7.17963
H -2.92155 5.01387 -6.69353
H -4.99633 5.25421 -3.64381
H -3.59511 4.18578 -3.83377
C -5.06806 3.88449 2.10469
C -4.82143 2.80097 3.07428
C -6.08901 1.84693 2.76256
O -6.72986 2.36553 1.61129
C -5.83170 3.19417 0.94829
H -4.24617 4.40756 1.61580
H -5.69837 4.64583 2.56424
H -4.74600 3.02447 4.13844
H -3.92316 2.31511 2.69329
H -6.86441 1.86750 3.52836
H -5.67863 0.85773 2.55972
H -6.42273 3.81115 0.27143
H -5.30215 2.54692 0.24918
```

The LUMO energy is -0.6361 eV. The calculation puts the highest occupied orbital energy at -9.31 eV.

These are the Löwdin partial charges, in e, on atoms 1 to 99: number 1, C, carries -0.790; number 2, O, carries 0.025; number 3, N, carries 0.156; number 4, N, carries 0.161; number 5, H, carries 0.119; number 6, H, carries 0.109; number 7, H, carries 0.108; number 8, H, carries 0.117; number 9, C, carries -0.819; number 10, O, carries -0.001; number 11, N, carries 0.170; number 12, N, carries 0.163; number 13, H, carries 0.127; number 14, H, carries 0.113; number 15, H, carries 0.129; number 16, H, carries 0.111; number 17, C, carries -0.769; number 18, O, carries 0.015; number 19, N, carries 0.154; number 20, N, carries 0.151; number 21, H, carries 0.116; number 22, H, carries 0.098; number 23, H, carries 0.109; number 24, H, carries 0.121; number 25, C, carries -0.871; number 26, O, carries 0.071; number 27, N, carries 0.156; number 28, N, carries 0.184; number 29, H, carries 0.120; number 30, H, carries 0.095; number 31, H, carries 0.114; number 32, H, carries 0.134; number 33, C, carries -0.725; number 34, O, carries -0.026; number 35, N, carries 0.150; number 36, N, carries 0.162; number 37, H, carries 0.111; number 38, H, carries 0.103; number 39, H, carries 0.115; number 40, H, carries 0.112; number 41, C, carries -0.802; number 42, O, carries 0.035; number 43, N, carries 0.158; number 44, N, carries 0.164; number 45, H, carries 0.113; number 46, H, carries 0.113; number 47, H, carries 0.115; number 48, H, carries 0.102; number 49, C, carries -0.808; number 50, O, carries 0.020; number 51, N, carries 0.172; number 52, N, carries 0.161; number 53, H, carries 0.114; number 54, H, carries 0.131; number 55, H, carries 0.104; number 56, H, carries 0.115; number 57, C, carries -0.120; number 58, C, carries -0.193; number 59, O, carries -0.227; number 60, S, carries 0.722; number 61, O, carries -0.246; number 62, O, carries -0.243; number 63, O, carries -0.211; number 64, H, carries 0.126; number 65, H, carries 0.128; number 66, H, carries 0.120; number 67, H, carries 0.138; number 68, C, carries -0.145; number 69, C, carries -0.176; number 70, O, carries -0.186; number 71, S, carries 0.679; number 72, O, carries -0.237; number 73, O, carries -0.230; number 74, O, carries -0.215; number 75, H, carries 0.125; number 76, H, carries 0.125; number 77, H, carries 0.122; number 78, H, carries 0.127; number 79, C, carries -0.195; number 80, C, carries -0.191; number 81, O, carries -0.221; number 82, S, carries 0.751; number 83, O, carries -0.226; number 84, O, carries -0.247; number 85, O, carries -0.200; number 86, H, carries 0.132; number 87, H, carries 0.126; number 88, H, carries 0.138; number 89, H, carries 0.132; number 90, C, carries -0.135; number 91, C, carries -0.237; number 92, O, carries -0.195; number 93, S, carries 0.761; number 94, O, carries -0.265; number 95, O, carries -0.273; number 96, O, carries -0.201; number 97, H, carries 0.135; number 98, H, carries 0.135; number 99, H, carries 0.145

---

[2]
ORCA calculation (wB97M-V/def2-TZVPD) on a 16-piece molecular cluster, C25H66O24 overall at a distorted geometry.

Structure (XYZ):
```
115
Properties=species:S:1:pos:R:3
O -1.96951 -1.64978 -3.38315
H -2.88927 -1.90032 -3.46979
H -1.48229 -2.42798 -3.65378
O 2.16198 -1.78244 -3.38933
H 2.43651 -0.99240 -2.92380
H 1.64803 -1.45869 -4.12911
O 0.73285 -3.79456 -4.53088
H 1.22946 -3.44709 -3.79002
H 1.16272 -4.62380 -4.74017
C 0.92234 -1.63051 -0.61476
C -0.14110 -0.55797 -0.82656
C -1.65014 -0.60282 -0.43335
O -1.87093 0.71004 0.06050
C -0.72678 1.35641 0.31856
O -0.67343 2.55055 0.70820
O 0.28711 0.61749 -0.19722
H 1.94813 -1.31420 -0.80399
H 0.77316 -2.49563 -1.26083
H 0.91643 -2.13710 0.35034
H -0.05481 -0.36781 -1.89637
H -1.87179 -1.30544 0.36995
H -2.36745 -0.72098 -1.24550
C -3.10122 5.25038 -1.59861
C -1.79107 5.78178 -2.28824
C -0.55749 4.82827 -2.04405
O 0.06744 4.62501 -3.22856
C -0.65481 5.09432 -4.19666
O -0.31521 4.97893 -5.37592
O -1.74494 5.66161 -3.70447
H -2.95146 5.20169 -0.52005
H -3.34414 4.27040 -2.00936
H -4.03063 5.79152 -1.77600
H -1.53707 6.78997 -1.96093
H -0.89826 3.88719 -1.61236
H 0.15286 5.27685 -1.34958
C -3.80522 2.06648 3.09846
C -4.88046 1.74222 2.16286
C -4.80519 2.48656 0.73749
O -5.11113 1.48212 -0.12276
C -4.90211 0.28575 0.40807
O -4.81690 -0.72484 -0.27184
O -4.65413 0.38982 1.75843
H -3.86064 3.13474 3.30787
H -2.82362 1.73099 2.76378
H -4.00412 1.75366 4.12349
H -5.86024 1.71790 2.63986
H -3.93234 3.11292 0.55333
H -5.58233 3.25085 0.73407
C -1.15895 -1.60358 3.62924
C -2.17870 -2.45642 4.37412
C -3.40701 -1.64187 4.78680
O -4.47767 -2.09829 3.93099
C -4.00449 -2.95768 3.10071
O -4.68792 -3.72667 2.40842
O -2.64690 -3.24483 3.30045
H -0.92380 -0.81704 4.34630
H -1.54270 -1.15045 2.71518
H -0.28619 -2.19873 3.36056
H -1.90807 -3.15135 5.16907
H -3.27412 -0.56055 4.75225
H -3.54132 -1.82185 5.85341
C 4.06719 -4.03087 2.18119
O 3.23225 -3.24825 1.31220
H 4.63121 -4.83445 1.70764
H 4.86509 -3.42112 2.60506
H 3.39778 -4.62492 2.80337
H 3.80486 -2.75350 0.72149
C 0.21636 4.76099 3.50731
O -0.25964 5.99472 3.21067
H 1.14625 4.86354 4.06667
H -0.36731 4.18734 4.22727
H 0.34578 4.11846 2.63638
H -0.91701 6.23056 3.86934
C 2.30478 3.69602 -0.11441
O 3.66364 3.77948 0.37440
H 2.27263 4.07352 -1.13644
H 1.89500 2.69337 -0.23638
H 1.70529 4.35024 0.51859
H 4.15220 2.95508 0.43162
C 2.63692 0.31166 2.26303
O 1.96224 -0.42067 3.23691
H 3.34109 -0.48238 2.01454
H 1.95374 0.60660 1.46656
H 3.16727 1.11274 2.77792
H 1.98036 -1.31502 2.88846
C 1.22368 -5.45781 -1.01375
O 1.48849 -5.16636 0.34237
H 1.20042 -4.52430 -1.57601
H 2.15512 -5.94223 -1.30677
H 0.42505 -6.15526 -1.26642
H 2.12375 -4.44733 0.37455
C 0.87002 1.62928 -4.30313
O 1.49036 0.79026 -5.24614
H 0.01098 2.25881 -4.53515
H 0.56664 0.85910 -3.59398
H 1.60486 2.23777 -3.77602
H 1.41472 1.33885 -6.03031
C -2.08228 -4.60654 0.45252
O -2.94860 -5.53543 1.03420
H -1.99265 -4.65168 -0.63285
H -2.46147 -3.58821 0.53811
H -1.16068 -4.54453 1.03123
H -3.14553 -5.21247 1.91654
C 4.21256 0.46283 -3.35790
O 4.07657 -0.04105 -1.99666
H 5.26926 0.58268 -3.59688
H 3.86387 -0.11470 -4.21404
H 3.68301 1.41319 -3.42509
H 4.23662 0.57877 -1.28125
C 5.90045 -2.78956 -0.72809
O 4.82467 -2.03442 -0.26588
H 5.83127 -3.27804 -1.70005
H 6.80248 -2.17908 -0.76992
H 6.05087 -3.66189 -0.09207
H 4.52869 -1.28628 -0.78961
```

The LUMO energy is 0.0383 eV. The calculation puts the highest occupied orbital energy at -9.04 eV.

These are the Löwdin partial charges, in e, on atoms 1 to 99: number 1, O, carries -0.034; number 2, H, carries 0.048; number 3, H, carries 0.026; number 4, O, carries -0.045; number 5, H, carries -0.003; number 6, H, carries 0.041; number 7, O, carries -0.049; number 8, H, carries -0.020; number 9, H, carries 0.040; number 10, C, carries -0.001; number 11, C, carries -0.272; number 12, C, carries -0.045; number 13, O, carries 0.050; number 14, C, carries -0.477; number 15, O, carries 0.067; number 16, O, carries 0.041; number 17, H, carries 0.070; number 18, H, carries 0.064; number 19, H, carries 0.079; number 20, H, carries 0.116; number 21, H, carries 0.117; number 22, H, carries 0.112; number 23, C, carries -0.010; number 24, C, carries -0.230; number 25, C, carries -0.126; number 26, O, carries 0.083; number 27, C, carries -0.582; number 28, O, carries 0.115; number 29, O, carries 0.098; number 30, H, carries 0.079; number 31, H, carries 0.084; number 32, H, carries 0.078; number 33, H, carries 0.149; number 34, H, carries 0.124; number 35, H, carries 0.129; number 36, C, carries -0.038; number 37, C, carries -0.285; number 38, C, carries -0.106; number 39, O, carries 0.087; number 40, C, carries -0.518; number 41, O, carries 0.135; number 42, O, carries 0.053; number 43, H, carries 0.093; number 44, H, carries 0.094; number 45, H, carries 0.080; number 46, H, carries 0.158; number 47, H, carries 0.118; number 48, H, carries 0.129; number 49, C, carries -0.008; number 50, C, carries -0.298; number 51, C, carries -0.061; number 52, O, carries 0.122; number 53, C, carries -0.517; number 54, O, carries 0.119; number 55, O, carries 0.021; number 56, H, carries 0.089; number 57, H, carries 0.085; number 58, H, carries 0.085; number 59, H, carries 0.160; number 60, H, carries 0.116; number 61, H, carries 0.131; number 62, C, carries -0.124; number 63, O, carries -0.165; number 64, H, carries 0.068; number 65, H, carries 0.085; number 66, H, carries 0.087; number 67, H, carries -0.007; number 68, C, carries -0.216; number 69, O, carries -0.092; number 70, H, carries 0.079; number 71, H, carries 0.077; number 72, H, carries 0.060; number 73, H, carries 0.083; number 74, C, carries -0.131; number 75, O, carries -0.122; number 76, H, carries 0.064; number 77, H, carries 0.059; number 78, H, carries 0.073; number 79, H, carries 0.056; number 80, C, carries -0.152; number 81, O, carries -0.126; number 82, H, carries 0.075; number 83, H, carries 0.063; number 84, H, carries 0.088; number 85, H, carries 0.050; number 86, C, carries -0.155; number 87, O, carries -0.137; number 88, H, carries 0.048; number 89, H, carries 0.073; number 90, H, carries 0.087; number 91, H, carries 0.019; number 92, C, carries -0.149; number 93, O, carries -0.104; number 94, H, carries 0.085; number 95, H, carries 0.064; number 96, H, carries 0.069; number 97, H, carries 0.088; number 98, C, carries -0.183; number 99, O, carries -0.102

---

Question: The lowest highest occupied orbital energy belongs to which entry?
Answer: C25H64N14O29S5

---

Question: The lowest LUMO belongs to which entry?
Answer: C25H64N14O29S5

---

Question: Which of these has the lowest LUMO?
Answer: C25H64N14O29S5

---

Question: Which value of highest occupied orbital energy does entry 1 give?
Answer: -9.31 eV